# 1
Computed, not measured: C18H15BrN2O5 in the gas phase at a distorted geometry, with ωB97M-V/def2-TZVPD.

Computed properties:
**E_tot**: -102166.897 eV
**Orbital gap**: 7.78 eV
**SMILES**: CCOC(=O)COn1c(=O)c(-c2ccc(Br)cc2)[n+]([O-])c2ccccc21
**Multiplicity**: 1

Last column: natural (NBO) charge in e.
Positions of all 41 atoms, in Å:
C -0.6689 3.8823 4.3770  -0.635
C -0.5334 4.4020 2.9537  -0.076
H 0.4349 4.8809 2.7960  0.192
H -1.3408 5.1047 2.7272  0.204
O -0.5745 3.3303 2.0038  -0.504
C -1.7717 2.9109 1.6164  0.774
O -2.8195 3.3466 2.0057  -0.585
C -1.6711 1.7652 0.6124  -0.177
H -2.4677 1.8650 -0.1337  0.237
H -1.8324 0.8307 1.1641  0.214
O -0.3974 1.7775 -0.0126  -0.331
N 0.1238 0.5186 -0.2722  -0.128
C 1.2307 0.1241 0.4311  0.212
C 1.7966 0.9184 1.4315  -0.259
C 2.9089 0.4728 2.1104  -0.169
C 3.4824 -0.7605 1.8088  -0.232
C 2.9351 -1.5498 0.8239  -0.162
C 1.8055 -1.1162 0.1296  0.025
N 1.2559 -1.9311 -0.8755  0.171
C 0.1709 -1.5223 -1.5313  0.021
C -0.4812 -0.2508 -1.2585  0.599
O -1.4958 0.1418 -1.7981  -0.593
C -0.4141 -2.3724 -2.5769  -0.021
C -0.8701 -1.8034 -3.7669  -0.155
C -1.4354 -2.5901 -4.7506  -0.253
C -1.5499 -3.9543 -4.5443  -0.056
C -1.1067 -4.5412 -3.3712  -0.254
C -0.5384 -3.7503 -2.3928  -0.154
H -0.1920 -4.2097 -1.4813  0.232
H -1.2043 -5.6056 -3.2237  0.230
Br -2.3277 -5.0425 -5.8971  0.054
H -1.7831 -2.1471 -5.6711  0.230
H -0.7795 -0.7416 -3.9263  0.232
O 1.8290 -3.0171 -1.1202  -0.484
H 3.3506 -2.5095 0.5578  0.256
H 4.3552 -1.0966 2.3452  0.223
H 3.3410 1.0893 2.8834  0.220
H 1.3471 1.8738 1.6502  0.251
H -1.6443 3.4219 4.5135  0.225
H 0.1037 3.1466 4.5881  0.209
H -0.5712 4.7086 5.0749  0.221



# 2
Computed, not measured: a molecular structure, C4H10NO at a distorted geometry, with ωB97M-V/def2-TZVPD.

Computed properties:
**E_tot**: -7844.035 eV
**Total charge**: -1
**Orbital gap**: 6.96 eV
**ΔE to the lowest compared entry with this formula, charge and spin**: 80.7 kcal per mole
**Multiplicity**: 1

Last column: natural (NBO) charge in e.
Positions of all 16 atoms, in Å:
C 1.1230 1.2893 -0.3678  0.172
O 0.9262 1.6683 -1.6086  -0.776
C 0.1683 0.3251 0.3580  0.060
C -0.7273 -0.3895 -0.5810  -0.452
C -2.1558 -0.5719 -0.0502  -0.602
N 0.2041 0.0048 1.7684  -1.085
H 3.2483 -1.0537 0.2050  -0.027
H 1.9149 1.6436 0.3541  0.136
H 0.0078 1.5716 0.2292  0.226
H -0.7049 0.0901 -1.5798  0.231
H -0.2484 -1.3932 -0.7477  0.192
H -2.2070 -0.8116 1.0058  0.230
H -2.6124 -1.2559 -0.6564  0.180
H -2.6535 0.3860 -0.1598  0.183
H 2.6425 -0.9507 -0.2607  0.024
H 1.0741 -0.5523 2.0917  0.309



# 3
Computed, not measured: a molecular structure, BrHNO3P at a distorted geometry, with ωB97M-V/def2-TZVPD.

Computed properties:
**E_tot**: -86979.419 eV
**Total charge**: -2
**Orbital gap**: 5.03 eV
**ΔE to the lowest compared entry with this formula, charge and spin**: 30.0 kcal per mole
**Multiplicity**: 1

Last column: natural (NBO) charge in e.
Positions of all 7 atoms, in Å:
N 0.3967 0.1248 -1.6233  -0.995
O 1.2606 -1.0604 1.0602  -1.164
O -1.2413 -0.5380 1.1402  -1.154
O 0.5444 1.2590 1.5062  -1.169
P 0.1592 -0.0954 1.0990  2.415
Br -1.2062 0.2864 -2.5494  -0.098
H 0.0866 0.0236 -0.6329  0.165



# 4
Computed, not measured: 2 unconnected molecules or ions with the total composition C2H5ClNO2 at a distorted geometry, with ωB97M-V/def2-TZVPD.

Computed properties:
**E_tot**: -20250.513 eV
**Total charge**: +1
**Orbital gap (alpha / beta)**: 7.49 / 9.97 eV
**Multiplicity**: 3
**⟨S²⟩**: 2.005

Last column: natural (NBO) charge in e.
Positions of all 11 atoms, in Å:
C -0.5419 0.5233 1.3236  0.202
C 0.3550 -0.0950 -0.9690  0.543
N 0.3693 -1.3313 -1.0638  -0.660
O -1.5098 0.4218 2.0864  -0.632
O 1.4577 0.6294 -0.8815  -0.618
Cl 0.0041 2.1554 1.0049  0.004
H -0.6498 0.3199 -0.8833  0.225
H -0.4445 -1.8626 -1.1567  0.437
H -1.6620 -0.4553 2.2801  0.517
H 1.2383 -1.7982 -1.3026  0.442
H 1.3837 1.4924 -0.4382  0.540



# 5
Computed, not measured: 2 unconnected molecules or ions with the total composition C4H11NO at a distorted geometry, with ωB97M-V/def2-TZVPD.

Computed properties:
**E_tot**: -7861.194 eV
**Orbital gap**: 8.67 eV
**SMILES**: C/C=C/CN.O
**ΔE to the lowest compared entry with this formula, charge and spin**: 77.5 kcal per mole
**Multiplicity**: 1

Last column: natural (NBO) charge in e.
Positions of all 17 atoms, in Å:
N 0.5128 -0.5812 2.6388  -0.827
C 1.1912 0.0581 1.6029  -0.256
C 0.3706 0.9948 -2.1511  -0.654
C 0.5798 1.3116 -0.6951  -0.192
C 0.3604 0.3913 0.3300  -0.213
H -0.4339 -0.3328 2.6975  0.364
H 0.6816 -1.6113 2.3891  0.362
H 1.7035 1.0181 1.9001  0.179
H 2.0667 -0.4847 1.1203  0.212
H 1.2310 0.6948 -2.7117  0.224
H -0.0786 1.8244 -2.6577  0.207
H -0.4436 0.1878 -1.9382  0.231
H 0.8353 2.3210 -0.2685  0.191
H -0.5041 -0.2486 0.1668  0.169
H -3.1209 -1.3598 -0.4553  0.461
H -2.3192 -2.4803 -0.7507  0.461
O -2.6325 -1.7032 -1.2175  -0.918



# 6
Computed, not measured: a molecular structure, C28H14Cl2IrN6O8S2 at a distorted geometry, with ωB97M-V/def2-TZVPD.

Computed properties:
**E_tot**: -104135.881 eV
**Orbital gap (alpha / beta)**: 4.23 / 4.10 eV
**ΔE to the lowest compared entry with this formula, charge and spin**: 75.7 kcal per mole
**Multiplicity**: 2
**⟨S²⟩**: 0.754

Last column: natural (NBO) charge in e.
Positions of all 61 atoms, in Å:
Ir 0.3229 -0.7423 -0.2535  1.065
N 2.8178 -1.4825 2.6237  -0.801
C 3.3198 -1.2872 1.3922  0.286
N 2.6311 -1.1102 0.3127  -0.500
C 3.4142 -0.9740 -0.8038  0.104
C 4.7498 -1.0835 -0.5725  -0.420
S 5.0550 -1.3408 1.1068  0.350
C 2.7576 -0.7165 -2.0629  0.238
C 3.3446 -0.5638 -3.2778  -0.455
S 2.1510 -0.3215 -4.5029  0.369
C 0.9030 -0.4370 -3.2778  0.301
N 1.3851 -0.6194 -2.0749  -0.521
N -0.3836 -0.3908 -3.6067  -0.806
H 1.8635 -1.1721 2.7569  0.424
H 3.4482 -1.3654 3.4007  0.396
H 5.5534 -1.0224 -1.2758  0.238
H 4.3847 -0.5558 -3.5233  0.244
H -0.6435 -0.1939 -4.5565  0.403
H -1.1041 -0.4913 -2.8823  0.438
Cl 0.6250 -5.7356 -0.8407  0.018
C -0.5400 -4.8327 0.0427  -0.130
C -1.6158 -5.4919 0.6313  -0.200
C -2.5721 -4.7986 1.3378  -0.084
Cl -3.9094 -5.6519 2.0104  -0.006
C -2.4620 -3.4033 1.5304  -0.111
C -3.3709 -2.6109 2.2572  -0.137
C -3.1090 -1.2749 2.4207  -0.247
C -1.9635 -0.7127 1.8435  0.041
N -1.1292 -1.4137 1.1084  -0.436
C -1.3498 -2.7435 0.9492  0.159
C -0.3857 -3.4399 0.1498  0.330
O 0.5597 -2.7781 -0.4141  -0.671
H -1.6955 -6.5617 0.5234  0.238
H -4.2525 -3.0659 2.6812  0.234
H -3.7744 -0.6456 2.9883  0.223
H -1.7275 0.3312 1.9905  0.205
O 3.0694 4.6183 2.8938  -0.383
C 2.6294 3.6101 2.3871  0.351
C 2.8192 3.2384 0.9350  0.433
O 3.6720 3.6276 0.1947  -0.410
C 1.7172 2.1781 0.6075  0.350
C 1.3961 1.5962 1.9973  0.438
O 0.8204 0.5243 2.1371  -0.488
C 1.8509 2.5227 3.0459  0.342
O 1.6633 2.4016 4.2488  -0.376
O 1.9670 1.3443 -0.3184  -0.770
O 0.5378 3.0623 0.3719  -0.485
C -0.4697 2.4597 -0.2376  0.664
N -0.5989 1.1380 -0.4191  -0.599
C -1.7802 0.8875 -1.0760  0.679
O -2.0304 -0.3013 -1.4184  -0.572
C -2.4501 2.1329 -1.3096  -0.152
C -3.6454 2.4782 -1.9273  -0.138
C -3.9629 3.8177 -2.0386  -0.188
C -3.1124 4.8109 -1.5414  -0.177
C -1.9295 4.4907 -0.9049  -0.177
C -1.5928 3.1430 -0.7871  -0.046
H -4.3033 1.7106 -2.3021  0.236
H -4.8896 4.1059 -2.5123  0.227
H -3.3934 5.8482 -1.6541  0.228
H -1.2820 5.2540 -0.5047  0.238